Entry 1:
C47H66InN12O3 | wB97M-V/def2-TZVPD

```
129
C47H66InN12O3 (wB97M-V/def2-TZVPD)
In 1.66721 2.75615 0.99449
O 0.51188 2.88493 4.19681
O -0.77437 5.63493 0.91839
O -1.83620 0.68681 1.71446
N 2.16076 -1.13909 -1.96568
N 0.07988 8.27297 1.25234
N 0.57445 10.16492 3.80684
N 1.67995 1.83199 -5.84031
N -5.22402 -7.31329 -0.28786
N -0.05902 2.04240 2.15359
N 0.37214 -2.16098 -6.18884
N -3.34522 -13.07970 0.00592
N 6.09793 7.12236 1.98430
N 0.38622 -1.14836 1.87382
N -3.59356 -1.57384 2.77270
N 0.50496 -8.78776 1.58523
C -6.08281 -6.27572 -0.53145
C 5.91859 8.85116 0.61619
C 2.66565 3.47603 -6.93899
C 2.10780 -2.39783 1.25438
C -1.68059 3.41076 3.45706
C -2.20685 -12.70946 0.66897
C 1.10549 7.23253 1.09963
C 4.83555 7.61830 2.15255
C 0.91398 -3.17050 1.14584
C 3.42521 -2.09245 -3.51122
C -4.12052 -2.66239 2.13810
C 2.73226 -0.99888 -4.09973
C 0.57381 11.50187 3.53561
C -5.51745 -5.13703 -0.02275
C -4.26784 -5.50110 0.55019
C -0.73825 -2.19287 -8.10262
C -4.11595 -6.84930 0.36898
C -0.74289 -6.96405 1.48402
C 1.01799 -7.91398 2.50909
C 0.26396 -6.77337 2.46779
C 0.88734 12.16826 4.69233
C 0.88468 9.96204 5.12122
C -0.12617 -2.36720 1.54016
C 1.95763 -0.43590 -3.11258
C -3.58150 -1.78780 4.11891
C -0.32423 2.74030 3.32265
C -2.26516 -11.35781 0.87902
C -0.86916 -2.04041 -6.74638
C 6.76605 7.86657 1.05125
C -3.48962 -10.89594 0.32475
C -4.11027 -3.03147 4.35469
C -1.47968 2.36853 0.09730
C 0.62311 5.76244 1.20415
C -4.13222 -11.98114 -0.20780
C 2.67418 2.76618 -5.76722
C 0.64050 -2.41402 -8.36986
C -1.15687 1.65436 1.38593
C 1.29706 -2.38674 -7.16693
C 1.03485 1.92965 -7.04134
C 1.08572 11.18756 5.70219
C 4.69065 8.69077 1.31527
C 1.45449 4.84361 0.29746
C 3.04957 -2.14468 -2.19183
C -4.45082 -3.59154 3.09323
C -0.57126 -8.21657 0.95884
C 1.62390 2.94399 -7.74916
C 1.73723 -1.15393 1.70497
H 6.47058 6.32535 2.46570
H -4.21072 -2.68750 1.06534
H 2.31615 -0.27372 1.93220
H 6.14965 9.59844 -0.12438
H -0.51916 8.32774 0.44037
H 0.58550 -2.08365 -5.20724
H 0.82477 -4.19540 0.82246
H -0.51121 8.04388 2.04453
H 4.11963 -2.75776 -3.99685
H 1.01178 4.88421 -0.70946
H -5.38095 -8.26738 -0.55224
H -2.08806 3.24847 0.32930
H 1.82006 1.62562 -0.36716
H 1.09749 -2.57015 -9.33270
H -3.85494 -9.88249 0.32453
H -1.74036 4.27718 2.79289
H -1.73627 -1.85588 -6.13568
H 3.11401 -2.71557 1.03451
H -1.11439 -8.74321 0.19282
H -3.56744 -4.84775 1.04149
H 1.28458 0.40617 -3.12224
H -0.88423 5.84782 -0.01609
H 0.22094 1.26916 -7.28994
H -4.23119 -3.49104 5.32155
H 0.37423 9.44634 3.12860
H 0.41087 -5.89260 3.07046
H -1.52213 -10.76801 1.38691
H -0.14971 -0.35843 2.20392
H -3.19456 -1.04272 4.79271
H -1.79513 3.73659 4.49146
H 1.61238 7.39369 0.14463
H 1.46119 1.16759 -5.12157
H 2.79535 -0.66651 -5.12409
H -5.95083 -4.15127 -0.05414
H 3.80212 9.29181 1.21311
H 1.34775 11.36096 6.73258
H 7.77921 7.63149 0.77422
H 0.96883 13.23698 4.80132
H -5.07836 -12.06564 -0.71397
H 0.93954 8.96820 5.53186
H 0.86687 -9.70247 1.39153
H 3.33800 -2.81017 -1.39769
H -7.01769 -6.43502 -1.04063
H 1.87195 -8.17632 3.10939
H -1.50611 -6.25759 1.20149
H -1.53955 -2.14923 -8.82136
H -3.56844 -14.01389 -0.28126
H -0.59110 2.69378 -0.44260
H -2.05855 1.69566 -0.53819
H 1.72437 -0.93618 -1.07748
H -3.24468 -0.74533 2.31786
H 0.74059 5.43831 2.24391
H 1.82713 7.39705 1.90604
H 2.46450 5.25930 0.19878
H 4.14976 7.16404 2.84683
H -4.88078 -4.56146 2.90781
H -1.45685 -13.43481 0.93336
H 3.29719 2.84482 -4.89284
H 1.34219 3.26663 -8.73761
H -3.31881 -7.51335 0.65823
H 2.33941 -2.50348 -6.92546
H 3.09902 2.66472 2.01669
H -2.50018 2.73167 3.21361
H 3.33199 4.28495 -7.18808
H 0.35647 11.86309 2.54531
H -1.18382 -2.56100 1.61163
```

As for the total charge: -1.


Entry 2:
C47H69CsGeIN4O4P2Si2 | wB97M-V/def2-TZVPD

```
131
C47H69CsGeIN4O4P2Si2 (wB97M-V/def2-TZVPD)
Cs -0.12133 2.10007 0.26745
I 2.20342 4.32379 -2.09625
Ge 2.86024 1.75988 -1.97522
P -0.86551 -1.98900 -0.01420
P -2.87444 0.36828 -0.29012
Si -3.78643 3.29856 -0.42616
Si 1.67749 -3.53288 0.64821
O 1.68321 -0.13698 1.93003
O -0.25678 1.33100 -2.36699
O 2.71747 -0.86847 -1.20056
O -0.12406 1.25888 3.58670
N 2.01916 3.49876 2.19859
N 3.06903 2.60882 2.53067
N -2.78994 1.95118 -0.36869
N 0.70052 -2.16418 0.35947
C -2.05502 -2.96049 3.78350
C -4.24154 3.76173 -2.20296
C -6.36128 -0.35372 -2.41620
C 6.48107 1.14424 0.09521
C 3.08788 3.13324 4.97522
C -4.09801 -0.11820 -1.57378
C 7.41514 1.87554 -0.62668
C -4.59832 -1.00940 1.58659
C -1.45291 -0.49591 -0.39956
C -4.77783 -0.35112 3.90312
C 4.89721 1.83435 3.84344
C -1.78989 -2.77195 1.37647
C 7.01775 2.57707 -1.76329
C 2.51435 1.09732 -3.78207
C -3.10190 -3.85343 3.61278
C 5.69152 2.54100 -2.17269
C 2.82553 1.37296 -6.16454
C 5.15214 1.11387 -0.31834
C -2.87858 -3.63335 1.22220
C 2.14430 0.18305 -6.39959
C 1.64126 -0.54432 -5.32670
C -1.10708 -3.17035 -1.42729
C -1.02466 -3.46364 -3.83816
C -3.72479 0.04169 1.31938
C -1.39667 -2.43859 2.67438
C -1.23246 -4.55693 -1.29810
C -4.50450 -0.58665 -3.91961
C 2.24226 -4.39485 -0.94226
C -1.29139 -5.37854 -2.41836
C -2.90101 4.78091 0.36296
C 3.00690 1.82481 -4.86313
C 0.89679 -4.85864 1.74592
C -3.89770 0.69626 3.66101
C -5.42065 3.12180 0.52295
C -5.12546 -1.19823 2.86181
C -3.62517 -0.35286 -2.86517
C -5.87361 -0.59413 -3.69570
C 3.25563 -2.98848 1.54467
C -3.38696 0.89116 2.38133
C -3.51174 -4.18740 2.32833
C -1.18941 -4.83424 -3.69397
C -0.98841 -2.64337 -2.71375
C 4.64780 4.26899 3.36790
C -5.48203 -0.10884 -1.36576
C 4.74469 1.80723 -1.45777
C 1.82386 -0.08916 -4.02504
C 3.89927 2.97716 3.68547
H -6.55862 -0.78201 -4.51568
H 5.39225 3.10598 -3.04845
H 2.53144 2.21605 5.19027
H 3.08888 -1.61487 -1.67322
H 4.42640 0.53968 0.24763
H 0.06199 -5.37117 1.25029
H -5.87771 0.09991 -0.38169
H 6.78041 0.59700 0.98087
H -4.85077 4.67459 -2.26691
H 5.48324 1.72372 2.92583
H -1.73889 -2.67575 4.78060
H 3.21230 1.95600 -6.99199
H -3.24157 -3.86913 0.23015
H -3.60208 -4.27610 4.47694
H -3.61972 1.37166 4.46279
H -1.27632 -5.00779 -0.31484
H 2.37182 3.95726 4.90287
H -2.56036 -0.33845 -3.04397
H -1.02828 1.91043 -2.43642
H 5.38264 4.48385 4.14883
H 3.74890 3.34944 5.82030
H -6.00964 4.04232 0.39741
H -7.42966 -0.34705 -2.23334
H 3.96475 5.12096 3.31288
H -4.34279 -4.86905 2.18367
H -6.03464 2.28880 0.16297
H 2.56474 -0.15492 1.54256
H -3.33920 3.91696 -2.81030
H 3.51828 2.76817 -4.70128
H 7.73977 3.15461 -2.32659
H -3.51817 5.68983 0.37300
H 2.05996 1.42198 -0.74006
H -1.40512 -6.44897 -2.29090
H 1.46865 -5.07730 -1.31143
H -0.86493 -1.57404 -2.82411
H -0.93522 -3.02522 -4.82603
H -2.73521 1.73670 2.18756
H 1.41621 -0.65338 -3.19736
H -4.80785 2.93699 -2.65978
H 5.57599 2.02242 4.67883
H -4.11301 -0.76242 -4.91455
H -5.18753 -0.50296 4.89549
H 5.16517 4.17085 2.40959
H -0.55154 -1.77286 2.81888
H -2.62634 4.54693 1.40165
H 3.94970 -3.82962 1.68056
H 4.36959 0.89210 4.03709
H -4.87468 -1.69570 0.79427
H 8.44972 1.90276 -0.30471
H -1.96863 5.01960 -0.16839
H 1.92103 -1.23805 -0.73314
H 1.09828 -1.46741 -5.49755
H -0.58735 0.60455 -1.76151
H 3.15734 -4.97783 -0.77657
H 1.99772 -0.17237 -7.41283
H -5.80308 -2.02623 3.03949
H 2.37624 4.35460 1.79405
H 1.23033 -0.88868 1.42903
H 0.51911 -4.43739 2.68285
H 3.77905 -2.21256 0.97290
H 2.44224 -3.68101 -1.75176
H 0.51678 0.73198 3.07644
H 3.01280 -2.58457 2.53660
H -1.23172 -5.47394 -4.56808
H 2.64338 1.69902 2.66368
H 1.64838 -5.61863 1.99910
H -0.96737 0.82127 3.43939
H 1.41868 3.70410 2.99242
H -5.25454 2.97907 1.59653
```

As for the total charge: -1.


E_tot / eV: -79006.2581; -163514.0142
LUMO energy / eV: 1.714; 1.958